{"formula": "C52H46N3NiOTe", "method": "wB97M-V/def2-TZVPD", "species": ["Ni", "C", "C", "C", "C", "C", "C", "N", "N", "C", "C", "C", "C", "C", "C", "H", "H", "H", "H", "H", "H", "H", "H", "H", "C", "C", "C", "C", "C", "C", "C", "C", "C", "C", "C", "C", "C", "C", "C", "H", "H", "H", "H", "H", "H", "H", "H", "H", "H", "C", "C", "C", "C", "C", "C", "Te", "N", "C", "O", "C", "C", "C", "C", "C", "C", "C", "C", "C", "C", "C", "C", "C", "C", "C", "C", "C", "C", "H", "H", "H", "H", "H", "H", "H", "H", "H", "H", "H", "H", "H", "H", "H", "H", "H", "H", "H", "H", "H", "H", "H", "H", "H", "H", "H"], "coordinates": [[1.13969, 0.48219, 1.36488], [5.48129, 0.35089, -2.22542], [4.10199, 0.23739, -2.34832], [3.30209, 0.10669, -1.23802], [3.85359, 0.10959, 0.05828], [5.25789, 0.20399, 0.16328], [6.04649, 0.32889, -0.95672], [3.04809, 0.02689, 1.16038], [3.70279, -0.12601, 2.31268], [2.91309, -0.09081, 3.39868], [3.47989, -0.28401, 4.67308], [2.69099, -0.24921, 5.79958], [1.32329, -0.04851, 5.68618], [0.74699, 0.14589, 4.43108], [1.50279, 0.14859, 3.27448], [6.10529, 0.45869, -3.10332], [3.64949, 0.25149, -3.33172], [2.22699, 0.03559, -1.34762], [5.69179, 0.20259, 1.15088], [7.12279, 0.41869, -0.84892], [4.54709, -0.45021, 4.74368], [3.14069, -0.37351, 6.78018], [0.70159, -0.02661, 6.57558], [-0.31781, 0.33869, 4.39718], [1.25829, 1.90019, 0.13598], [1.06189, 2.64029, -0.82712], [0.89179, 3.50999, -1.90022], [2.04899, 3.95299, -2.62802], [3.32619, 3.88739, -2.03782], [4.43209, 4.38789, -2.68472], [4.31789, 4.96549, -3.94472], [3.08649, 4.94689, -4.58292], [1.97669, 4.43019, -3.95072], [-0.44901, 3.95069, -2.18792], [-1.54851, 3.19889, -1.73252], [-2.84171, 3.62099, -1.93372], [-3.10181, 4.79879, -2.62302], [-2.03321, 5.56229, -3.06802], [-0.73381, 5.16159, -2.84432], [3.41219, 3.44689, -1.05422], [5.39949, 4.33219, -2.20292], [5.17979, 5.40249, -4.43432], [2.99819, 5.33429, -5.59272], [1.04289, 4.36089, -4.49162], [-1.35301, 2.26999, -1.21422], [-3.66081, 3.02879, -1.54962], [-4.11951, 5.12599, -2.80012], [-2.22101, 6.49569, -3.58692], [0.07459, 5.81559, -3.14092], [-3.16341, -5.09321, -4.61612], [-2.57641, -4.19101, -3.56732], [-1.47921, -3.38761, -3.82642], [-0.95971, -2.54041, -2.85482], [0.22069, -1.68361, -3.21292], [-1.50961, -2.48461, -1.56752], [-0.89691, -0.84171, -0.08682], [-0.59881, 0.80239, 1.62278], [-1.18041, 1.81669, 2.23438], [-0.60881, 2.67029, 2.93068], [-2.69121, 1.93029, 2.13628], [-3.44631, 1.47789, 1.06238], [-4.82051, 1.63669, 1.04328], [-5.46561, 2.27699, 2.08808], [-4.71891, 2.75989, 3.15178], [-3.34881, 2.58299, 3.17648], [-0.59711, -2.32371, 1.42108], [-1.38371, -2.37851, 2.56828], [-2.49691, -1.41741, 2.83388], [-1.14821, -3.36141, 3.52328], [-0.14921, -4.30231, 3.37178], [0.09879, -5.36751, 4.40318], [0.62809, -4.23591, 2.22618], [0.42329, -3.26471, 1.25968], [1.31549, -3.25151, 0.05938], [-2.62891, -3.29101, -1.32332], [-3.31821, -3.27281, 0.00768], [-3.13971, -4.12931, -2.30372], [-2.55661, -5.08481, -5.51952], [-4.17331, -4.76961, -4.87352], [-3.22841, -6.11711, -4.24662], [-1.02101, -3.41811, -4.81022], [0.61159, -1.94951, -4.19502], [1.01599, -1.79911, -2.47892], [-0.06141, -0.63021, -3.22992], [-2.95371, 1.00019, 0.22428], [-5.38551, 1.26569, 0.19668], [-6.54011, 2.41679, 2.06848], [-5.20381, 3.28729, 3.96538], [-2.75571, 2.96109, 3.99768], [-2.72851, -0.84111, 1.94078], [-2.20111, -0.71461, 3.61138], [-3.39191, -1.94311, 3.16988], [-1.76811, -3.37971, 4.41008], [-0.61511, -5.28891, 5.22158], [1.10379, -5.27221, 4.81638], [0.01179, -6.36081, 3.95738], [1.42499, -4.95521, 2.08798], [2.10179, -4.00021, 0.15168], [1.78369, -2.27031, -0.04482], [0.73639, -3.46151, -0.84082], [-3.44131, -2.24571, 0.34678], [-2.72301, -3.80071, 0.75168], [-4.29961, -3.74321, -0.05242], [-4.00521, -4.74631, -2.08072]], "forces_ev_per_a": [[0.8, 0.2, 1.2], [0.2, 0.0, -0.2], [0.2, -0.1, -0.2], [-0.3, 0.0, 0.4], [0.5, 0.0, -0.6], [-0.2, 0.0, 0.4], [0.1, 0.0, -0.3], [-0.6, -0.3, 0.9], [0.8, -0.1, -0.7], [-1.2, 0.0, 0.5], [0.2, 0.0, -0.3], [0.0, 0.0, 0.2], [-0.1, 0.0, 0.1], [-0.2, 0.1, -0.1], [0.8, 0.2, -0.3], [0.0, 0.0, -0.1], [-0.1, 0.0, 0.0], [0.0, 0.0, 0.0], [0.0, 0.0, 0.0], [0.0, 0.0, 0.0], [0.1, 0.0, 0.0], [0.0, 0.0, 0.0], [0.0, 0.0, 0.0], [0.0, 0.0, -0.2], [-0.3, 0.6, -0.5], [0.3, 0.1, 0.1], [0.0, -0.6, 0.6], [0.6, 0.2, -0.5], [-0.3, 0.0, 0.1], [0.2, 0.1, -0.1], [0.1, 0.0, 0.0], [0.2, 0.1, -0.2], [-0.2, -0.1, 0.2], [-0.7, 0.3, -0.2], [0.3, -0.1, 0.0], [-0.3, 0.0, -0.1], [0.0, 0.0, 0.0], [-0.3, 0.2, -0.1], [0.2, -0.1, 0.1], [0.0, 0.0, 0.1], [0.0, 0.0, 0.0], [0.0, -0.1, 0.0], [0.0, 0.0, 0.0], [0.0, 0.1, 0.0], [0.0, 0.0, 0.1], [0.0, -0.1, 0.0], [0.0, 0.0, 0.0], [0.0, 0.0, 0.0], [0.0, 0.0, 0.0], [0.0, 0.1, 0.1], [0.0, 0.0, 0.0], [-0.1, -0.1, -0.1], [0.2, 0.1, 0.2], [0.0, 0.0, 0.0], [0.2, 0.1, 0.0], [-0.8, -0.7, -0.8], [-0.6, -0.7, -0.2], [0.6, -0.1, 0.2], [-0.1, 0.4, 0.2], [-0.1, 0.1, 0.1], [0.2, 0.0, -0.2], [-0.2, 0.0, -0.1], [-0.2, 0.1, 0.0], [-0.1, 0.0, 0.1], [0.1, 0.0, 0.0], [-0.1, 0.2, 0.1], [-0.1, 0.2, 0.0], [-0.1, 0.1, -0.1], [0.1, -0.1, 0.0], [0.0, 0.0, 0.0], [0.0, 0.1, -0.1], [0.0, 0.0, 0.1], [0.2, -0.1, -0.2], [0.2, 0.0, -0.1], [-0.1, 0.0, 0.2], [-0.1, 0.0, 0.0], [0.0, 0.0, -0.2], [0.0, 0.0, -0.1], [-0.1, 0.0, -0.1], [0.0, -0.1, -0.1], [0.0, 0.0, 0.0], [0.0, 0.0, -0.1], [0.1, 0.1, 0.1], [0.1, 0.1, 0.0], [0.0, 0.0, 0.1], [-0.1, 0.0, 0.0], [0.0, 0.0, 0.0], [-0.1, 0.0, 0.0], [0.1, 0.0, 0.0], [-0.1, 0.0, 0.2], [0.0, 0.1, 0.0], [-0.1, -0.1, 0.0], [-0.1, 0.0, 0.1], [0.0, 0.0, 0.1], [0.0, 0.0, 0.0], [0.0, 0.0, 0.1], [0.1, -0.1, -0.1], [0.0, 0.0, 0.0], [0.0, 0.0, -0.1], [0.1, 0.0, -0.1], [0.0, 0.0, 0.1], [0.0, 0.0, 0.1], [-0.1, 0.0, 0.0], [-0.1, 0.0, 0.0]], "energy_ha": -4024.84144, "multiplicity": 4, "charge": -2, "homo_lumo_gap_ev": [4.70, 5.97], "s_squared": 3.831, "de_lowest_kcal_mol": 5.5, "lumo_energy_ev": [4.0, 3.9]}